[1]
Below is a cluster of 3 separate species, C23H18N2O11 in total at a distorted geometry, with properties calculated with wB97M-V/def2-TZVPD.

```
54
Properties=species:S:1:pos:R:3:forces:R:3:lowdin_charge:R:1
C 3.37578 0.32468 1.49652 -1.325 -0.255 -0.872 -0.111
C 1.95026 0.14677 2.20833 1.194 -1.609 0.692 -0.263
N 1.44903 1.35405 2.92761 0.915 1.387 -1.902 -0.012
C 1.44249 2.56071 2.10111 -2.651 2.189 -1.689 -0.077
C 0.32431 3.21141 1.50747 -0.358 -0.598 0.557 0.030
C -1.24361 2.82656 1.56153 0.937 -1.221 0.151 -0.167
C -1.52279 1.31926 1.70019 -4.019 1.664 -0.242 0.011
C -3.04559 0.90746 1.70769 2.300 5.426 -0.306 -0.012
C -3.97201 2.15983 1.59040 1.373 -0.359 0.108 -0.048
C -3.50193 3.62048 1.47451 1.886 -3.325 0.311 -0.087
N -2.11675 3.93530 1.47381 -1.668 -3.904 0.172 0.066
C 0.75598 4.51847 0.69573 -2.133 -0.432 -0.403 -0.295
O 0.07712 5.09751 -0.17128 3.571 -1.851 3.587 0.110
O 2.07576 4.80283 1.18489 -1.260 -1.791 -1.164 0.069
C 2.61815 3.54393 1.65226 3.418 -0.440 0.379 -0.275
O 3.85451 3.40836 1.62175 -4.875 0.333 0.452 0.101
H 4.19616 0.71608 2.18082 -1.219 -0.525 -1.045 0.094
H 3.19758 1.00809 0.57919 0.689 -0.897 1.586 0.087
H 3.63801 -0.70424 1.03889 -0.311 1.671 1.014 0.078
H 2.07931 -0.67525 3.01503 -0.320 1.322 -1.224 0.125
H 1.23295 -0.29054 1.43159 0.690 0.814 0.862 0.103
H 0.55024 1.19819 3.40105 0.539 0.333 -0.556 0.110
H -0.70193 0.51950 1.79398 -1.422 1.668 -0.348 0.078
H -3.41239 -0.16203 1.79725 0.434 1.771 -0.135 0.079
H -5.10622 1.97613 1.60291 2.018 0.301 -0.094 0.079
H -4.25916 4.48017 1.36981 1.438 -1.568 0.253 0.115
O -6.68321 -4.79341 -1.91609 0.393 0.166 0.212 0.117
C -6.51336 -3.71658 -1.37213 -0.805 -0.095 -0.280 -0.311
C -7.58575 -2.72522 -1.23803 0.145 -0.326 -0.105 0.080
C -7.35498 -1.54950 -0.64983 -1.281 0.487 -0.158 -0.218
O -8.34178 -0.62073 -0.51614 1.294 -0.453 0.165 0.098
C -6.00867 -1.20001 -0.11375 0.722 0.032 0.214 -0.298
O -5.82966 -0.10818 0.40151 -0.403 -0.246 -0.133 0.088
C -4.94254 -2.20023 -0.22624 -0.180 0.405 0.142 0.077
C -5.17392 -3.37751 -0.81139 1.345 -0.559 0.171 -0.218
O -4.19511 -4.31646 -0.92085 -1.301 0.515 -0.175 0.099
H -8.55726 -2.99022 -1.63305 0.034 0.016 0.008 0.139
H -7.92503 0.13768 -0.06240 -0.124 -0.071 -0.085 0.116
H -3.97494 -1.94137 0.18222 -0.015 -0.030 -0.063 0.125
H -4.61071 -5.07257 -1.38043 0.109 0.069 0.052 0.119
O 5.83039 -0.28206 0.12980 0.288 -0.466 -0.226 0.085
C 5.89972 -0.70032 -1.01316 -0.100 0.808 -0.032 -0.308
C 5.68976 0.16274 -2.17995 -0.002 -0.056 0.400 0.083
C 5.75755 -0.33694 -3.41597 -0.261 1.201 -0.651 -0.221
O 5.56745 0.45259 -4.50868 0.253 -1.205 0.620 0.096
C 6.04356 -1.78006 -3.65575 0.175 -0.771 -0.049 -0.313
O 6.07984 -2.20545 -4.79762 -0.071 0.414 0.152 0.112
C 6.27723 -2.63828 -2.48966 -0.034 0.043 -0.354 0.077
C 6.21286 -2.13791 -1.25401 0.286 -1.169 0.619 -0.219
O 6.42988 -2.92160 -0.16136 -0.312 1.160 -0.590 0.094
H 5.48079 1.20752 -1.99197 0.006 -0.027 -0.002 0.140
H 5.66580 -0.14148 -5.27852 -0.030 0.129 0.072 0.117
H 6.50133 -3.67982 -2.67798 -0.011 0.039 0.009 0.137
H 6.32554 -2.32835 0.60835 0.040 -0.113 -0.076 0.116
```
Forces are in eV/Å.

The calculation puts the molar mass at 498.4 g mol⁻¹. The HOMO-LUMO gap comes out at 7.03 eV. The net charge is 0. Its spin multiplicity is 1. As for the HOMO energy: -0.33059 Ha. The structure (SMILES) is CCNC1=C(c2ccccn2)C(=O)OC1=O.O=C1C=C(O)C(=O)C=C1O.O=C1C=C(O)C(=O)C=C1O. As for the largest force on an atom: 5.901 eV Å⁻¹. Its calculated total energy is -1824.2006 Eh. The value obtained for the LUMO energy is -0.0723 Eh.



[2]
Below is a structure of composition C28H72BaN5O13 at a distorted geometry, with properties calculated with wB97M-V/def2-TZVPD.

```
119
Properties=species:S:1:pos:R:3:forces:R:3:lowdin_charge:R:1
Ba 1.81057 -2.33705 2.22937 -0.263 1.469 -0.750 2.084
N 0.12981 0.24750 0.04631 0.200 0.114 -1.596 -0.586
O 0.73830 1.23614 0.44997 0.327 1.567 0.164 -0.024
O 0.13481 -0.76051 0.74385 -0.108 -2.539 2.154 -0.194
O -0.40740 0.18772 -1.05224 -0.202 0.652 -0.383 0.034
C 1.85737 1.76617 3.77885 -1.839 1.224 -0.897 -0.141
O 1.99254 0.77391 2.81181 1.785 -2.112 0.349 -0.198
H 1.80353 1.44286 4.81840 0.412 -0.312 -0.114 0.074
H 2.51525 2.61941 3.61370 0.406 -0.161 0.363 0.092
H 0.86218 2.09564 3.48027 -0.390 1.049 1.155 0.079
H 1.53308 1.08869 2.02988 -0.384 -0.119 -0.962 0.010
C 5.59831 -2.04354 1.72664 0.596 -0.317 1.036 -0.042
O 4.48460 -2.16899 2.67202 0.570 -0.557 -1.418 -0.369
C 4.91956 -2.05192 4.00918 -0.301 0.905 0.580 -0.222
C 3.85304 -2.42239 5.02979 0.489 0.670 -0.322 -0.199
N 2.61213 -1.68156 4.78224 -0.269 -1.463 0.697 -0.190
C 1.56834 -2.18742 5.69336 -0.599 0.987 -0.916 -0.187
C 0.26908 -1.42940 5.38330 -0.293 -1.221 0.334 -0.184
O -0.14771 -1.67850 4.02551 -0.102 0.631 0.408 -0.360
C -1.32795 -0.92882 3.69649 -0.768 0.276 0.061 -0.076
H 6.18091 -1.13390 1.87239 -0.613 0.569 0.004 0.101
H 5.31942 -2.15181 0.67850 -0.558 0.056 0.408 0.082
H 6.35098 -2.78871 1.98413 -0.199 -0.536 -0.135 0.092
H 5.06175 -0.98265 4.16589 0.710 0.180 0.130 0.135
H 5.83105 -2.61667 4.20497 0.113 0.034 -0.109 0.137
H 4.23470 -2.10638 6.00065 0.370 -0.339 0.222 0.134
H 3.69241 -3.49971 5.07069 -0.346 -0.026 -0.120 0.129
H 2.72208 -0.69643 4.97595 0.294 0.235 -0.165 0.107
H 1.83041 -2.09751 6.74756 -0.004 0.300 0.195 0.133
H 1.41752 -3.25693 5.54675 -0.023 -0.103 -0.327 0.122
H 0.31927 -0.36543 5.61469 0.185 0.131 -0.231 0.129
H -0.48483 -1.87743 6.03060 -0.283 0.225 0.197 0.131
H -1.15040 0.11828 3.45121 0.620 -0.077 -0.008 0.071
H -2.05987 -0.91015 4.50399 0.221 -0.251 0.488 0.102
H -1.89158 -1.35305 2.86555 0.653 -0.366 -0.224 0.082
C -3.90702 -2.26900 -8.41570 -0.732 -0.505 0.517 -0.087
O -4.21328 -2.33985 -7.02525 0.487 0.500 0.275 -0.224
C -4.55257 -3.61838 -6.49935 1.149 0.723 -0.080 -0.208
C -4.59230 -3.52849 -4.96551 -0.740 0.199 0.296 -0.201
N -3.52584 -2.70398 -4.35681 -0.386 -0.626 -0.960 -0.060
C -3.83242 -2.02779 -3.09019 0.206 -1.459 0.316 -0.189
C -3.85434 -3.07688 -1.94112 0.502 -0.007 -1.001 -0.256
O -4.05238 -2.60534 -0.65105 1.032 1.836 2.328 -0.189
C -3.08646 -1.59645 -0.10722 -0.822 -0.566 -1.347 -0.044
H -3.74095 -1.23131 -8.70506 -0.127 -0.044 0.274 0.089
H -4.78382 -2.66536 -8.92777 0.074 0.040 -0.554 0.085
H -3.02641 -2.84838 -8.69309 0.108 -0.181 0.140 0.085
H -3.77817 -4.34312 -6.75065 0.173 -0.123 -0.352 0.117
H -5.49421 -3.93357 -6.94887 -0.218 -0.251 0.313 0.123
H -4.57001 -4.56352 -4.62445 0.010 -0.023 0.281 0.110
H -5.56111 -3.10863 -4.69493 -0.351 0.022 0.179 0.112
H -3.37260 -2.04131 -5.10345 0.466 0.570 0.270 0.087
H -4.81154 -1.55091 -3.04549 -0.037 0.580 -0.288 0.120
H -2.98103 -1.36606 -2.93095 -0.362 0.400 0.139 0.113
H -2.93302 -3.65462 -2.01522 0.400 -0.155 -0.024 0.106
H -4.67499 -3.78102 -2.07832 -0.070 0.007 -0.236 0.121
H -3.30125 -1.32110 0.92533 -0.676 -0.458 -0.079 0.073
H -3.15288 -0.68600 -0.70285 0.001 0.021 -0.001 0.078
H -2.03726 -1.89180 -0.11377 -0.020 -0.490 -0.333 0.046
C -1.20059 -4.46633 2.98551 0.546 0.628 -0.446 -0.039
O -0.25479 -3.95895 1.96140 -1.689 -0.894 0.715 -0.411
C -0.69721 -4.43736 0.67276 1.394 0.412 -0.926 -0.166
C 0.24210 -3.82255 -0.45251 -0.946 -0.624 1.405 -0.170
N 1.63100 -3.97947 -0.01708 0.594 0.336 0.412 -0.207
C 2.63402 -3.61099 -1.02030 -0.637 1.275 0.070 -0.169
C 2.57060 -2.11603 -1.38205 0.061 -0.261 -0.375 -0.199
O 3.00549 -1.32048 -0.26180 -1.083 -0.746 -0.499 -0.322
C 3.42017 -0.00797 -0.66531 1.103 -0.716 0.548 -0.062
H -1.10778 -5.55134 3.03299 -0.102 0.065 0.094 0.100
H -2.22429 -4.15867 2.77224 -0.032 -0.197 -0.578 0.099
H -1.02286 -3.98500 3.94719 0.677 -0.174 -0.142 0.077
H -1.76769 -4.25610 0.57621 0.090 0.388 -0.415 0.118
H -0.55211 -5.51391 0.58287 -0.010 -0.309 0.437 0.123
H 0.03276 -2.76000 -0.57606 -0.039 -0.067 -0.122 0.084
H 0.06016 -4.37458 -1.37461 -0.237 0.093 -0.219 0.130
H 1.86047 -4.91343 0.29141 -0.439 -0.364 -0.056 0.116
H 2.47924 -4.23924 -1.89748 0.410 0.157 -0.355 0.130
H 3.63411 -3.70976 -0.59821 0.021 -0.584 -0.029 0.119
H 1.61526 -1.77119 -1.77768 -0.480 -0.041 0.535 0.122
H 3.19410 -1.97639 -2.26514 0.725 0.113 0.172 0.130
H 2.78492 0.46998 -1.41105 -0.171 -0.095 0.219 0.104
H 4.42516 -0.19878 -1.04172 0.143 0.642 -0.510 0.094
H 3.53229 0.56609 0.25446 -0.343 0.208 -0.208 0.093
C -1.16087 6.79478 0.63509 0.562 0.061 -0.549 -0.101
O -0.43600 6.24019 -0.45406 0.026 -0.301 0.242 -0.191
C -0.54244 4.81737 -0.56946 -1.293 0.522 -0.313 -0.226
C 0.63965 4.30035 -1.30721 0.749 0.247 -0.306 -0.229
N 0.82653 4.94009 -2.59632 -0.325 -0.950 -0.407 -0.042
C 2.05761 4.51586 -3.27718 -0.170 1.218 1.060 -0.225
C 2.24830 5.32304 -4.52754 1.440 -1.849 0.431 -0.263
O 2.75390 6.57473 -4.15792 -1.633 0.782 -0.509 -0.185
C 3.26441 7.37190 -5.22052 0.913 -0.325 1.126 -0.090
H -2.21449 6.51623 0.61505 -0.088 -0.255 0.142 0.083
H -1.11386 7.87990 0.54347 0.083 -0.046 -0.065 0.087
H -0.65432 6.50987 1.55723 -0.324 -0.104 0.336 0.085
H -1.46088 4.59402 -1.11230 -0.245 -0.006 -0.336 0.127
H -0.68611 4.31056 0.38479 0.461 0.171 0.404 0.094
H 0.57562 3.22451 -1.47024 -0.035 -0.063 0.306 0.111
H 1.48953 4.55277 -0.67311 0.544 -0.415 0.347 0.120
H 0.83847 5.93915 -2.44851 0.176 0.170 -0.185 0.106
H 2.17455 3.45681 -3.50706 -0.878 -0.174 0.079 0.118
H 2.91956 4.75075 -2.65271 0.411 -0.041 0.329 0.115
H 1.34511 5.13872 -5.10924 -0.194 1.259 -0.445 0.131
H 3.07182 4.77980 -4.99102 0.162 -0.005 -0.862 0.114
H 2.59385 7.65245 -6.03277 -0.295 -0.234 0.178 0.089
H 4.13986 6.83149 -5.58059 0.089 0.085 -0.640 0.083
H 3.64169 8.24960 -4.69574 -0.132 0.228 -0.361 0.088
C -2.78373 3.24404 4.08351 0.409 0.098 -1.471 -0.025
C -2.92147 3.35984 2.53237 0.058 0.538 0.696 -0.489
C -2.11759 2.31486 1.80408 0.411 -0.218 -0.525 -0.064
O -4.28825 3.30518 2.21459 -0.983 -0.547 0.306 -0.038
H -1.78914 3.60581 4.34427 0.063 -0.001 0.153 0.072
H -2.82935 2.18284 4.32821 -0.306 0.053 0.341 0.064
H -3.52284 3.84945 4.60820 -0.042 -0.235 -0.102 0.082
H -2.60328 4.34902 2.20316 0.539 0.206 0.161 0.116
H -2.28409 1.30646 2.18288 -0.049 0.021 0.131 0.063
H -1.05099 2.53859 1.78378 0.125 -0.063 0.481 0.059
H -2.33766 2.27806 0.73716 -0.380 0.122 -0.143 0.086
H -4.41484 3.19704 1.26914 0.122 0.022 -0.102 0.089
```
Forces are in eV/Å.

The calculation puts the molar mass at 824.2 g mol⁻¹. The HOMO-LUMO gap comes out at 6.99 eV. The net charge is +1. Its spin multiplicity is 1. As for the HOMO energy: -0.35484 Ha. As for the largest force on an atom: 3.331 eV Å⁻¹. Its calculated total energy is -2386.9954 Eh. The value obtained for the LUMO energy is -0.0981 Eh.